Record 1
This record from the OMol25 dataset describes C10H18N2O3S in the gas phase in a non-equilibrium geometry. The level of theory is the ωB97M-V functional and the def2-TZVPD basis.

Structure (XYZ):
```
34
Properties=species:S:1:pos:R:3:nbo_charge:R:1
C -5.746 -0.028 0.736 -0.757
S -4.775 -1.289 -0.073 0.221
C -3.304 -0.236 -0.248 -0.540
C -1.954 -0.994 -0.391 -0.415
C -0.785 -0.081 -0.042 -0.141
N -0.950 1.264 -0.698 -0.844
C 0.522 -0.708 -0.395 0.678
O 0.496 -1.890 -0.754 -0.623
N 1.632 0.000 -0.143 -0.421
C 1.734 1.359 0.287 -0.203
C 3.216 1.435 0.626 -0.410
C 3.892 0.722 -0.541 -0.402
C 2.945 -0.475 -0.659 -0.147
C 3.437 -1.691 0.125 0.797
O 4.020 -2.622 -0.335 -0.576
O 3.134 -1.617 1.443 -0.696
H -6.792 -0.413 0.746 0.232
H -5.430 0.179 1.781 0.214
H -5.733 0.893 0.149 0.212
H -3.412 0.461 -1.128 0.202
H -3.230 0.501 0.559 0.194
H -1.983 -1.896 0.279 0.227
H -1.842 -1.411 -1.406 0.226
H -0.801 0.020 1.035 0.210
H -1.788 1.708 -0.324 0.363
H -1.028 1.183 -1.702 0.363
H 1.571 2.040 -0.516 0.190
H 1.021 1.707 1.056 0.222
H 3.405 0.873 1.532 0.222
H 3.511 2.496 0.597 0.216
H 3.805 1.311 -1.449 0.212
H 4.915 0.515 -0.321 0.232
H 2.792 -0.899 -1.682 0.248
H 3.506 -2.414 1.853 0.498
```

Values from the calculation:
Charge: 0
Relative energy (zero: lowest compared OMol25 entry of this formula, charge and spin) in kcal/mol: 21.40
2S+1: 1
Orbital gap in Ha: 0.33752
SMILES: CSCC[C@H](N)C(=O)N1CCC[C@H]1C(=O)O
HOMO in eV: -8.6

---

Record 2
This record from the OMol25 dataset describes a molecular structure, C10H18N2O5S in a non-equilibrium geometry. The level of theory is the ωB97M-V functional and the def2-TZVPD basis.

Structure (XYZ):
```
36
Properties=species:S:1:pos:R:3:nbo_charge:R:1
C -0.413 -2.100 0.163 -0.144
C 0.827 -1.462 -0.498 0.683
C -1.599 -1.922 -0.855 -0.466
C -1.778 -0.458 -1.223 -0.502
C -4.206 -0.142 0.759 -0.831
C 2.557 -0.029 -0.236 -0.183
C 4.061 -0.403 0.216 0.795
C 2.128 1.504 -0.015 -0.394
C 0.652 1.793 -0.549 -0.530
C 0.404 3.334 -0.157 0.818
H -0.979 -0.610 1.498 0.388
H -1.034 -2.293 2.124 0.386
H -0.028 -3.200 0.241 0.228
H -2.487 -2.395 -0.449 0.219
H -1.212 -2.491 -1.807 0.258
H -2.548 -0.484 -2.184 0.250
H -0.727 0.146 -1.351 0.275
H -4.205 -0.857 1.949 0.254
H -5.001 0.911 0.999 0.266
H -4.657 -0.790 -0.425 0.258
H 1.307 -0.805 1.374 0.441
H 2.496 -0.245 -1.371 0.281
H 2.772 2.146 -0.663 0.242
H 2.339 1.738 0.981 0.199
H 0.707 1.659 -1.669 0.253
H -0.058 1.089 -0.149 0.213
H -1.750 3.100 -0.080 0.519
H 3.446 -0.166 2.180 0.498
N -0.534 -1.626 1.493 -0.911
N 1.582 -0.830 0.411 -0.648
O 0.918 -1.445 -1.773 -0.669
O 4.867 -0.812 -0.568 -0.543
O 1.324 4.198 -0.221 -0.555
O -0.979 3.676 0.053 -0.742
O 4.301 -0.217 1.497 -0.680
S -2.493 0.489 0.304 0.074
```

Values from the calculation:
Charge: 0
Relative energy (zero: lowest compared OMol25 entry of this formula, charge and spin) in kcal/mol: 164.75
2S+1: 1
Orbital gap in Ha: 0.33584
HOMO in eV: -9.2